No. 1
DFT (ωB97M-V/def2-TZVPD) results for 2 unconnected molecules or ions with the total composition C6H14O2 at a distorted geometry.

Each line ends with the Löwdin charge.
Element x y z (Å)
C (-4.052363, -0.472048, -0.747160)  0.001
C (-0.843295, -0.829199, 4.906615)  -0.129
H (-1.854092, -4.272841, 1.846994)  0.069
H (-0.234056, -1.009904, 2.836748)  0.109
H (0.516505, -2.205158, 3.934056)  0.111
H (-0.058869, -0.098454, 5.166029)  0.070
H (-1.678905, -3.361391, 4.176273)  0.110
C (-0.425970, -1.672688, 3.702392)  -0.301
O (-3.552762, 1.171938, 0.869169)  0.068
O (-1.882790, 0.580242, -0.526241)  0.083
H (-0.139480, -4.089946, 2.332753)  0.073
H (-1.773485, -0.281361, 4.680275)  0.070
H (-3.613236, -1.045497, -1.580783)  0.093
C (-1.069662, -3.542102, 2.106414)  -0.127
C (-3.030394, 0.455435, -0.160828)  -0.578
H (-0.891595, -2.892225, 1.233168)  0.071
H (-4.915187, 0.099150, -1.129101)  0.094
H (-4.410796, -1.181503, 0.017560)  0.092
C (-1.486987, -2.698614, 3.310637)  -0.302
H (-1.021367, -1.479086, 5.779852)  0.073
H (-2.809453, 1.752037, 1.190089)  0.143
H (-2.429461, -2.166143, 3.078973)  0.106

Forces on the atoms, in the same order (eV/Å):
-0.19 -0.51 -0.48
0.05 0.04 0.02
0.35 0.24 0.03
0.04 -0.28 0.31
-0.30 0.25 -0.17
-0.35 -0.25 -0.03
-0.04 0.28 -0.31
0.16 0.04 -0.10
1.20 0.56 0.11
-0.81 -0.06 0.32
-0.32 0.15 -0.18
0.30 -0.15 0.18
-0.12 0.35 0.44
-0.04 -0.03 -0.04
0.44 0.12 -0.06
-0.02 -0.30 0.24
0.32 -0.20 0.28
0.09 0.39 -0.24
-0.15 -0.03 0.09
0.02 0.31 -0.24
-0.93 -0.67 -0.35
0.28 -0.24 0.17

**E_HOMO**: -10.681 eV
**Frontier orbital gap**: 11.36 eV
**SMILES**: CC(=O)O.CCCC
**Energy above the lowest of the compared OMol25 structures with the same formula, charge and spin**: 3.3 kJ/mol

***

No. 2
DFT (ωB97M-V/def2-TZVPD) results for C15H21NO4 in the gas phase.

Each line ends with the Löwdin charge.
Element x y z (Å)
H (-0.726486, -3.259100, -1.023538)  0.122
H (-3.791549, -2.390841, 1.829657)  0.128
O (-2.519622, 0.359480, 1.204702)  0.087
C (2.869997, -0.997978, 1.381085)  -0.008
H (-1.304392, 2.259665, -3.410050)  0.076
H (4.211986, 1.997002, 2.131645)  0.106
C (1.635931, -0.604460, 0.866619)  -0.037
C (-0.055231, 2.421581, -0.252967)  -0.189
H (-1.666899, 1.067829, -2.158457)  0.061
N (-0.408348, -1.409540, -0.188158)  0.082
H (-1.955197, -2.024604, -1.413882)  0.124
H (-1.526318, -3.332815, 1.316350)  0.120
O (0.094961, 1.169625, 0.395152)  -0.108
H (4.748984, -0.423004, 2.224500)  0.103
H (0.723116, 0.419079, -2.048534)  0.097
C (-0.999587, 1.306331, -2.982919)  -0.100
C (1.336456, 0.767523, 0.831390)  -0.196
H (-1.953713, 1.021034, 1.635271)  0.121
C (3.501145, 1.262509, 1.782974)  -0.071
C (-2.359395, -0.835862, 1.797788)  -0.551
H (1.098060, 1.488803, -3.395003)  0.109
C (-1.325311, -2.436729, -0.621556)  -0.166
O (1.149490, -2.888222, 0.466832)  0.062
C (3.800533, -0.086839, 1.835354)  -0.075
C (-2.186878, -2.978520, 0.523813)  -0.159
H (1.806150, 2.519657, -1.323813)  0.109
H (-3.740523, -1.472346, 0.304824)  0.119
O (-1.675558, -0.981826, 2.772652)  0.121
C (0.772174, -1.732080, 0.386334)  -0.428
C (2.280968, 1.681889, 1.287177)  -0.018
H (-1.117066, 0.537844, -3.743079)  0.073
H (2.061626, 2.738440, 1.267727)  0.110
C (0.452665, 1.364778, -2.522838)  -0.245
H (-0.714173, -0.449894, -0.181949)  0.099
C (0.738702, 2.516653, -1.556769)  -0.172
C (-3.136605, -1.919866, 1.094766)  -0.096
H (-1.127213, 2.487144, -0.455157)  0.123
H (0.213597, 3.249599, 0.414242)  0.119
H (3.072855, -2.058356, 1.401944)  0.119
H (-2.770931, -3.822790, 0.155266)  0.114
H (0.491600, 3.469209, -2.029392)  0.119

Forces on the atoms, in the same order (eV/Å):
-0.15 0.12 -0.07
-0.01 0.11 0.01
-0.29 0.50 -0.39
-0.06 0.00 -0.04
-0.11 0.09 -0.05
0.05 0.06 0.03
0.15 0.23 0.11
0.11 0.54 -0.40
-0.16 -0.02 0.08
-0.23 0.17 -0.12
0.03 -0.03 0.00
-0.03 -0.08 -0.01
0.17 -0.33 0.23
0.08 -0.04 0.03
0.08 -0.02 -0.05
0.29 -0.08 0.03
0.23 -0.18 0.09
0.07 -0.31 0.11
-0.03 -0.04 -0.02
-0.10 -0.05 0.28
0.04 -0.07 0.03
0.05 -0.48 0.10
0.04 -0.20 0.11
0.05 0.02 0.02
0.06 0.21 -0.15
-0.01 0.13 -0.01
-0.06 -0.06 0.04
0.09 -0.10 0.12
-0.18 0.09 -0.25
-0.21 0.19 -0.07
-0.11 -0.06 -0.06
-0.05 0.07 -0.02
-0.06 0.19 0.03
0.17 -0.01 0.02
-0.06 -0.37 0.21
0.15 -0.13 -0.03
0.09 0.04 0.06
-0.08 -0.12 -0.01
-0.02 -0.05 -0.01
0.00 -0.04 0.03
0.03 0.09 0.02

**E_HOMO**: -8.983 eV
**Frontier orbital gap**: 9.61 eV
**SMILES**: CCCCOc1ccccc1C(=O)NCCCC(=O)O
**Energy above the lowest of the compared OMol25 structures with the same formula, charge and spin**: 24.5 kJ/mol

***

No. 3
DFT (ωB97M-V/def2-TZVPD) results for a molecular structure, C46H47N4OS3V at a distorted geometry.

Each line ends with the Löwdin spin population.
Element x y z (Å)
H (7.150422, 2.354051, 5.578658)  0.000
N (0.149603, -0.628173, 1.104591)  -0.002
H (-1.868042, 2.888322, 3.206821)  0.000
C (6.496717, 3.652297, 2.022836)  0.007
H (-0.689791, -3.016382, 2.080098)  0.000
N (-0.883969, -3.070466, -2.589282)  0.001
C (5.234430, 1.785004, 1.175003)  0.006
C (-5.590187, 0.251412, -0.270639)  0.000
H (0.099029, 1.963236, -2.999073)  0.002
C (-0.451540, 2.416229, -3.819175)  0.000
H (0.808502, -6.028066, -4.023423)  0.000
C (1.902934, -4.039764, -1.518142)  0.000
C (2.311827, -1.508891, 1.593645)  0.001
S (8.005728, 4.324093, 2.666145)  0.001
C (6.806012, 3.233167, 5.035189)  0.000
S (0.376772, -0.780757, -1.987338)  0.003
H (0.780699, -4.745544, 3.024202)  0.000
H (-1.906841, -4.783778, -3.126540)  0.000
H (-6.342590, 0.042040, 3.018420)  0.000
C (-2.549310, 3.744886, -0.115345)  -0.021
H (-2.420350, 2.726236, -4.524113)  0.000
H (3.480513, -6.954710, -0.809920)  0.000
C (6.416790, 2.309461, 1.664563)  -0.001
C (-2.390321, 0.791534, -3.644770)  -0.001
C (4.105975, 2.597055, 1.010170)  0.004
C (-6.145305, 0.590804, 0.952825)  0.000
C (0.919558, -1.670620, 1.600132)  0.001
H (3.231241, -4.636836, 0.040709)  0.000
H (-0.568682, 5.419742, 0.747421)  0.000
H (-3.987370, 3.961321, -3.712311)  0.001
H (4.204411, -2.341082, 2.125428)  0.000
C (2.881723, 2.063507, 0.507053)  0.031
H (7.286839, 1.674638, 1.778807)  0.000
C (3.130011, -2.487195, 2.130570)  0.000
H (-4.031944, 5.197586, 0.373789)  0.001
H (-0.057751, -3.885970, -4.305632)  0.000
C (-4.580124, -1.708994, 0.702991)  0.000
C (-2.040344, 2.610205, 2.163587)  0.000
H (0.834575, -2.534274, -3.620417)  0.000
H (-0.177986, 3.471939, -3.878180)  0.000
C (1.349355, -5.722325, -3.133377)  0.000
H (-4.932965, -1.968385, 2.799161)  0.000
H (-3.570712, -4.631178, -1.297178)  0.000
H (5.443176, 5.516298, 2.127806)  0.000
C (1.211603, -4.420390, -2.668778)  0.000
H (3.335472, 4.585387, 1.224686)  0.000
H (5.168637, 0.738124, 0.909669)  0.000
C (-1.625056, -2.041895, -0.540749)  0.002
H (-3.312051, -3.107532, 1.656061)  0.000
H (-0.139338, 1.931227, -4.747709)  0.000
C (-1.685161, -4.214520, -2.218265)  0.000
N (-2.603249, -3.078147, -0.313963)  -0.001
H (2.262924, -7.644645, -2.852526)  0.000
C (8.011016, 3.876349, 4.396485)  0.001
H (-4.364347, -1.131757, -1.350707)  0.000
C (-2.957665, -3.761623, -1.541347)  0.000
C (2.590641, -3.653403, 2.663886)  0.001
C (1.214881, -3.831390, 2.636306)  0.000
H (-4.346991, -3.802306, 0.434304)  0.000
C (1.832688, 1.643666, 0.050235)  -0.013
H (0.142963, 3.802147, 0.811533)  0.000
H (6.420214, 3.947354, 5.764001)  0.000
C (-1.982232, 3.860664, 1.291598)  -0.002
C (-2.028705, 2.918325, -1.145563)  -0.012
H (-2.059840, 0.283354, -2.736978)  0.000
H (-1.143592, -4.877062, -1.529418)  0.000
C (-4.819825, -0.897587, -0.398544)  0.000
N (-0.994944, 2.034407, -0.924622)  -0.179
C (0.289162, -3.441246, -3.367241)  0.000
H (-2.638667, 4.589200, 1.781379)  0.000
C (-3.700221, -2.946408, 0.644793)  0.000
C (4.202582, 3.951427, 1.353000)  0.007
C (2.847351, -6.247766, -1.332217)  0.000
H (-5.730401, 0.905288, -1.115832)  0.000
C (-3.622437, 4.578148, -0.417629)  0.002
H (-5.001281, 5.301076, -1.896273)  -0.002
C (0.380999, -2.856722, 2.109249)  0.000
C (-4.164753, 4.644276, -1.689800)  -0.021
C (-1.961872, 2.259640, -3.644110)  -0.002
H (6.018163, 2.961663, 4.341420)  0.000
H (1.801134, -3.028829, -1.139906)  0.000
H (-3.004404, 2.103881, 2.091600)  0.000
H (2.717296, -0.601267, 1.166194)  0.000
C (-0.806438, -2.038353, -1.628289)  0.009
V (-0.028142, 0.794088, -0.293102)  1.203
H (-0.242422, 4.651504, 2.309572)  0.000
H (-1.270273, 1.884228, 1.915518)  0.001
H (-3.530952, -3.124932, -2.233214)  0.000
C (2.165183, -6.633819, -2.474811)  0.000
H (3.234328, -4.420542, 3.076461)  0.000
C (-5.926465, -0.223518, 2.053898)  0.000
C (-0.576281, 4.468505, 1.284187)  -0.002
H (-1.953639, 0.261875, -4.494737)  0.000
H (-6.715372, 1.504942, 1.048606)  0.000
C (-2.533266, 3.029111, -2.462261)  -0.021
C (-3.599434, 3.887287, -2.701454)  0.002
S (-1.476443, -0.832415, 0.756442)  -0.007
H (-3.477354, 0.710599, -3.719578)  0.000
C (5.383395, 4.470612, 1.852815)  -0.001
O (9.002330, 4.144012, 5.027719)  0.000
C (2.712143, -4.949035, -0.855156)  0.000
C (-5.142307, -1.356930, 1.927399)  0.000

Forces on the atoms, in the same order (eV/Å):
-0.02 0.00 0.01
-0.30 0.14 -0.08
-0.06 0.01 0.01
-0.07 0.02 -0.03
0.01 0.00 0.00
-0.02 0.07 0.02
0.00 0.03 0.00
0.05 -0.04 0.10
-0.02 0.05 -0.09
0.08 -0.01 -0.06
0.00 0.01 0.00
-0.03 -0.02 -0.01
0.02 -0.08 0.08
0.00 -0.07 0.00
0.03 0.02 0.00
-0.09 0.10 0.15
0.00 0.00 0.00
-0.04 0.01 0.00
0.01 -0.01 -0.01
-0.08 -0.12 -0.12
-0.01 -0.04 -0.01
0.00 0.00 -0.01
0.05 -0.02 -0.01
-0.05 -0.08 0.14
-0.05 0.02 0.01
0.02 0.05 -0.06
0.04 0.12 0.01
0.01 0.00 0.03
0.00 -0.02 0.00
-0.01 0.01 0.01
0.00 0.00 0.01
0.00 0.11 -0.16
0.00 0.00 0.01
-0.01 0.04 -0.03
-0.01 0.00 -0.03
-0.05 -0.02 0.03
0.30 0.13 -0.13
0.00 -0.13 0.03
-0.03 -0.02 -0.01
0.00 0.02 0.02
0.01 -0.01 -0.04
0.00 0.01 -0.01
0.02 -0.01 0.01
0.02 0.00 -0.01
-0.02 0.04 0.06
0.00 -0.01 -0.01
0.01 0.00 -0.02
-0.15 -0.01 0.23
0.03 0.06 0.00
-0.01 0.01 -0.01
0.02 -0.11 0.06
-0.21 0.14 -0.14
0.00 0.00 0.00
0.02 0.04 0.03
0.07 -0.02 -0.07
0.00 0.11 -0.06
-0.01 -0.05 0.01
0.02 -0.02 0.01
0.01 -0.03 0.10
-0.02 -0.20 0.05
0.03 -0.07 -0.07
-0.03 -0.02 0.01
0.00 0.11 -0.06
0.21 0.02 -0.08
-0.04 0.03 -0.06
-0.02 -0.05 -0.02
0.07 0.05 0.01
0.29 -0.40 1.01
0.13 0.05 -0.05
0.05 0.00 0.00
0.33 -0.17 0.10
0.06 -0.04 0.01
0.01 0.02 0.04
0.00 0.07 -0.18
0.03 -0.07 -0.02
0.01 0.00 0.00
0.06 -0.01 -0.05
-0.04 0.06 -0.01
-0.06 0.10 -0.03
0.01 0.00 -0.01
0.00 0.00 0.00
-0.03 0.02 -0.01
-0.01 0.02 0.01
0.03 -0.06 0.00
-0.14 0.21 -0.24
0.00 0.00 0.00
0.11 -0.07 -0.13
0.01 0.01 -0.02
0.00 -0.02 -0.02
0.00 0.01 0.00
-0.04 0.01 0.06
-0.01 0.01 0.05
0.03 0.01 0.01
-0.05 0.01 0.02
-0.10 0.06 -0.02
-0.01 -0.06 -0.04
-0.33 -0.08 -0.27
-0.05 0.01 0.04
-0.01 0.03 0.05
0.00 0.01 -0.02
0.00 -0.02 -0.02
0.04 -0.08 0.01

**E_HOMO (spin up / spin down)**: -4.254 / -4.272 eV
**Spin multiplicity**: 2
**Frontier orbital gap (spin up / spin down)**: 6.65 / 6.65 eV
**Net charge**: -1